1.
Molecular formula: C40H58AsKN5O4SbSi3
Method: DFT, ωB97M-V/def2-TZVPD

Properties
* Kohn-Sham gap: 4.979 eV
* lowest unoccupied orbital energy: 4.07 eV
* total charge: -2
* ΔE to the lowest compared entry with this formula, charge and spin: 105.9 kJ/mol

Geometry as XYZ:
```
113
Properties=species:S:1:pos:R:3:mulliken_charge:R:1
K -0.10879 0.16409 -0.13316 2.36
C 3.60339 0.24082 -2.90905 -1.30
C 3.74670 -0.67743 -1.73106 0.57
C 4.79145 -0.54380 -0.82475 -0.50
C 4.82552 -1.36424 0.29175 -0.66
C 3.81924 -2.29551 0.47028 -0.33
C 2.81051 -2.35950 -0.48255 0.13
N 2.79523 -1.60156 -1.57416 -0.12
Sb 1.30846 -3.86673 -0.37923 0.47
C -0.04518 -3.23302 -1.92386 -0.16
C -0.66326 -4.25471 -2.63510 -0.86
C -1.48282 -3.92013 -3.70230 -0.45
C -1.64518 -2.58735 -4.01837 -0.98
C -1.00251 -1.61374 -3.24679 0.98
C -1.20845 -0.16464 -3.55605 -1.41
N -0.21411 -1.94649 -2.22366 0.51
C 0.09220 -3.41436 1.32640 0.10
C 0.45060 -3.88060 2.58630 -0.57
C -0.46392 -3.74597 3.61543 -0.58
C -1.68885 -3.15465 3.35316 -0.23
C -1.97382 -2.71618 2.05990 0.69
C -3.27662 -2.05427 1.72922 -1.11
N -1.09622 -2.87951 1.06539 0.07
H 4.57446 0.57207 -3.28188 0.39
H 3.02993 1.12140 -2.59826 -0.01
H 3.04589 -0.26028 -3.69886 0.37
H 5.55362 0.21050 -0.97980 0.57
H 5.60749 -1.25752 1.03444 0.36
H 3.78828 -2.92809 1.34951 0.47
H -0.49747 -5.28870 -2.35727 0.37
H -1.97753 -4.68999 -4.28464 0.36
H -2.27132 -2.28887 -4.85037 0.45
H -1.14740 0.02247 -4.63087 0.52
H -0.50007 0.46074 -3.01605 -0.05
H -2.20541 0.11106 -3.20772 0.15
H 1.42698 -4.32272 2.74482 0.29
H -0.23089 -4.10158 4.61356 0.37
H -2.42295 -3.04273 4.14143 0.35
H -4.11907 -2.58871 2.17592 0.52
H -3.38883 -1.98345 0.64897 0.22
H -3.26939 -1.03149 2.11298 -0.11
C 0.48248 3.41987 -3.49675 -1.72
C 0.82078 2.78775 -2.13870 1.05
O -0.07474 2.09504 -1.59278 -0.41
C 2.10917 3.01821 -1.65637 -2.12
C 2.67473 2.41398 -0.48680 0.43
C 4.06081 2.86896 -0.06738 -1.46
N 2.04428 1.49446 0.17586 1.54
N 2.73433 1.01154 1.27789 -0.20
C 2.25488 -0.07816 1.82833 -0.31
O 1.26700 -0.80010 1.48047 -0.12
C 3.06162 -0.49691 3.03321 0.40
C 2.54669 -1.45837 3.89621 -0.15
C 3.26212 -1.88754 5.00587 -0.85
C 4.51754 -1.36211 5.27551 -0.64
C 5.04178 -0.39315 4.42379 -0.67
C 4.32206 0.03537 3.32063 -0.55
H -0.59130 3.60456 -3.54973 0.30
H 0.74918 2.72027 -4.29468 0.28
H 1.02670 4.35209 -3.66059 0.46
H 2.74896 3.69054 -2.21758 0.00
H 4.38723 3.72582 -0.65819 0.50
H 4.77510 2.05062 -0.18884 0.04
H 4.05368 3.13066 0.99189 0.11
H 1.56676 -1.85413 3.67049 0.35
H 2.83619 -2.63229 5.67073 0.41
H 5.08518 -1.70162 6.13488 0.33
H 6.01718 0.03461 4.63106 0.39
H 4.71564 0.78830 2.65031 0.33
O -3.21217 -0.48179 -1.19732 -0.66
C -3.05844 0.58309 -0.58548 -0.69
O -2.36780 0.79847 0.44664 -0.63
H -3.62502 1.46889 -0.97425 -0.08
C -1.82717 2.42268 6.42353 -1.25
Si -1.53169 1.12211 5.04987 0.24
C -3.11022 0.05929 5.16778 -1.09
C -0.16867 0.02737 5.80036 -0.66
As -0.95864 1.51654 2.79945 0.82
Si -2.92514 2.62568 2.05756 1.12
C -3.40070 4.03920 3.28940 -1.37
C -4.58952 1.69092 2.15254 -1.14
C -2.73938 3.62459 0.45653 -1.00
Si 0.36800 3.41187 3.28125 0.28
C 0.54541 4.43106 1.69935 -0.60
C -0.16748 4.68193 4.62287 -1.46
C 2.08681 2.92631 3.89647 -0.30
H -2.14522 1.90815 7.33394 0.36
H -2.60219 3.14343 6.15460 0.30
H -0.92066 2.98564 6.65188 0.32
H -3.25465 -0.33250 6.17771 0.45
H -3.04420 -0.78166 4.47460 0.09
H -3.99733 0.63685 4.90006 0.22
H -0.41018 -0.27045 6.82438 0.47
H 0.79362 0.54649 5.81294 0.25
H -0.03720 -0.87482 5.19760 -0.21
H -3.58891 3.66343 4.29975 0.24
H -4.31593 4.53279 2.94599 0.42
H -2.62310 4.80341 3.35509 0.32
H -4.72610 1.24760 3.14162 0.13
H -4.66426 0.89002 1.42156 0.25
H -5.41579 2.38849 1.98917 0.44
H -2.52105 4.67308 0.67179 0.38
H -3.66669 3.58437 -0.12039 0.46
H -1.94113 3.21391 -0.16654 -0.13
H -0.36106 5.00865 1.50152 0.35
H 0.71604 3.76787 0.84596 -0.26
H 1.38770 5.12481 1.76384 0.41
H -1.24868 4.77928 4.72464 0.33
H 0.23649 5.66468 4.36437 0.41
H 0.23233 4.40224 5.60031 0.38
H 2.63343 2.42372 3.09517 -0.51
H 2.03155 2.23124 4.74030 0.15
H 2.65224 3.80645 4.21726 0.54
```

---

2.
Molecular formula: C40H58AsN4O2SSi3V
Method: DFT, ωB97M-V/def2-TZVPD

Properties
* Kohn-Sham gap (spin up / spin down): 4.340 / 5.405 eV
* lowest unoccupied orbital energy (spin up / spin down): -10.96 / -9.90 eV
* total charge: +3
* spin multiplicity: 2
* <S²>: 0.914

Geometry as XYZ:
```
110
Properties=species:S:1:pos:R:3:lowdin_spin:R:1
V -0.66025 -0.10565 0.65686 1.39
C 1.17425 -3.62745 1.16140 0.00
C 2.33804 -2.91103 0.89781 0.00
C 2.43211 -1.57197 1.25483 0.00
C 1.36190 -0.94569 1.88438 0.00
C 0.19737 -1.67273 2.17279 0.00
C 0.10765 -3.01665 1.80537 0.00
H 1.11145 -4.67602 0.90046 0.00
H 3.18216 -3.40751 0.43677 0.00
H 3.35209 -1.02604 1.09039 0.00
H 1.48878 0.07289 2.24894 0.00
H -0.55739 -1.25956 2.84843 0.00
H -0.76953 -3.59579 2.06343 0.00
C -1.22582 -1.74856 -6.31290 0.00
C -2.24374 -2.17508 -5.46622 0.00
C -2.01086 -2.31462 -4.11024 -0.01
C -0.74314 -2.04263 -3.59062 -0.01
C 0.27655 -1.62655 -4.44810 0.00
C 0.03705 -1.47950 -5.80293 0.00
C -0.41418 -2.22758 -2.17151 0.00
C -1.25208 -2.60230 -1.24251 -0.01
C -2.15172 -3.09823 -0.41187 0.00
C -3.08758 -2.17279 0.29314 0.00
C -4.18439 -2.77712 1.05553 0.00
C -4.21457 -4.10402 1.24981 0.00
C -3.22791 -4.99625 0.67156 0.00
C -2.26905 -4.52418 -0.13768 0.00
H -1.41635 -1.62653 -7.37059 0.00
H -3.21823 -2.40868 -5.87338 0.00
H -2.80953 -2.64617 -3.45684 0.00
H 1.26445 -1.43856 -4.04177 0.00
H 0.83166 -1.16188 -6.46536 0.00
H 0.61751 -2.01149 -1.89588 0.00
H -3.06209 -0.58139 1.63926 0.00
H -4.96389 -2.12166 1.42639 0.00
H -5.02314 -4.53654 1.82525 0.00
H -3.30683 -6.05603 0.87072 0.00
H -1.57771 -5.18231 -0.64799 0.00
O -3.31089 -0.91776 -0.30636 0.00
N -2.48756 -0.92234 0.86556 0.00
C 6.90805 -1.91123 -3.79706 0.00
C 6.22980 -0.68449 -4.40442 0.00
N 4.90396 -0.37767 -3.84890 0.00
C 3.73698 -0.68770 -4.66012 0.00
C 3.52141 -2.19420 -4.80651 0.00
C 4.85563 0.15974 -2.61726 0.00
O 5.83037 0.31093 -1.89946 0.00
C 3.57022 0.73386 -2.05421 0.00
C 3.58326 2.11002 -1.82669 0.00
C 2.56761 2.68614 -1.08513 0.00
C 1.58691 1.86266 -0.56375 0.00
N 1.55975 0.53942 -0.76097 0.00
C 2.52794 0.00046 -1.51007 0.00
H 7.87095 -2.05536 -4.28601 0.00
H 6.30987 -2.81072 -3.94547 0.00
H 7.08239 -1.76694 -2.73469 0.00
H 6.10626 -0.81480 -5.47866 0.00
H 6.86947 0.18310 -4.23457 0.00
H 3.87365 -0.24762 -5.65076 0.00
H 2.86330 -0.21225 -4.20974 0.00
H 4.36561 -2.65355 -5.31713 0.00
H 2.63116 -2.39514 -5.40379 0.00
H 3.40966 -2.66543 -3.82787 0.00
H 4.40362 2.71006 -2.19825 0.00
H 2.55621 3.75108 -0.89618 0.00
H 0.78803 2.27602 0.04639 0.00
H 2.49436 -1.07895 -1.62708 0.00
C -4.80186 1.40314 1.83788 0.00
Si -3.57055 1.37704 3.27132 0.00
C -4.12949 2.64353 4.53659 0.00
C -3.37699 -0.30570 4.13746 0.00
As -1.29163 1.67521 2.26980 -0.06
Si 0.22207 1.77309 4.31022 0.00
C -0.73468 2.85390 5.50684 0.00
C 0.52542 0.07588 5.06160 0.00
C 1.79942 2.58234 3.68548 0.00
Si -1.48103 3.95704 1.26298 0.00
C -2.67021 4.93543 2.33564 0.00
C -2.21887 3.62607 -0.43637 0.00
C 0.22143 4.75532 1.31577 0.00
H -5.78453 1.12249 2.22683 0.00
H -4.58626 0.75957 0.98336 0.00
H -4.89952 2.42302 1.45887 0.00
H -5.08977 2.28852 4.92306 0.00
H -4.30228 3.62696 4.10364 0.00
H -3.46208 2.75552 5.38707 0.00
H -4.35969 -0.70239 4.40525 0.00
H -2.83229 -0.16169 5.07328 0.00
H -2.86069 -1.09092 3.57954 0.00
H -1.48693 2.28272 6.05020 0.00
H -1.21382 3.70161 5.01601 0.00
H -0.03459 3.25051 6.24701 0.00
H -0.39113 -0.47535 5.28113 0.00
H 1.02334 0.24006 6.02213 0.00
H 1.18273 -0.56485 4.47459 0.00
H 1.64734 3.64876 3.51686 0.00
H 2.19140 2.14661 2.76404 0.00
H 2.57361 2.48149 4.45052 0.00
H -3.70682 4.62616 2.19720 0.00
H -2.60324 5.98348 2.03017 0.00
H -2.42697 4.89367 3.39761 0.00
H -2.89002 2.76527 -0.42236 0.00
H -1.45772 3.45918 -1.20044 0.00
H -2.80145 4.49683 -0.74571 0.00
H 0.38088 5.21531 2.29239 0.00
H 0.26725 5.55693 0.57391 0.00
H 1.04918 4.07327 1.12156 0.00
S -1.68657 0.89860 -3.48982 -0.17
C -1.38240 0.76366 -1.99006 0.00
N -1.14100 0.65930 -0.79105 -0.12
```